1.
ORCA calculation (the ωB97M-V functional and the def2-TZVPD basis) on 2 unconnected molecules or ions with the total composition C25H43BrF2N5O6PS.

Last column: Löwdin charge in e.
CARTESIAN COORDINATES (ANGSTROEM)
C1 5.389 -1.278 -1.549  -0.106
C2 5.601 0.230 -1.795  -0.245
C3 4.604 0.842 -2.810  -0.204
C4 3.986 2.194 -2.384  -0.218
C5 2.549 2.370 -2.895  -0.212
C6 1.689 3.372 -2.144  -0.670
S1 2.548 4.914 -1.684  0.819
O1 1.183 2.828 -0.931  -0.190
C7 -0.037 2.111 -0.810  -0.449
C8 -1.083 3.148 -0.357  -0.137
C9 -2.378 2.678 0.315  -0.165
C10 -3.506 2.304 -0.674  -0.195
C11 -4.201 0.966 -0.395  -0.167
C12 -4.902 0.414 -1.643  -0.175
O2 -6.180 -0.165 -1.337  -0.038
C13 -6.124 -1.460 -0.887  -0.535
C14 -5.987 -2.488 -1.985  0.017
O3 -6.208 -1.721 0.273  0.141
P1 -0.725 1.355 -2.385  0.830
N1 -1.231 2.438 -3.404  -0.262
C15 0.275 0.968 0.215  -0.386
N2 1.505 0.325 -0.258  0.220
C16 2.509 0.188 0.415  -0.287
O4 3.451 -0.006 1.046  0.215
N3 -0.743 -0.046 0.210  0.010
C17 -0.418 -1.471 0.261  -0.262
C18 -1.704 -2.243 0.570  -0.721
C19 -2.605 -2.436 -0.646  -0.145
Br1 -1.139 -3.986 1.231  0.757
N4 0.401 1.497 1.594  0.135
C20 1.120 2.670 1.924  -0.468
O5 2.230 2.925 1.668  0.228
F1 0.337 3.482 2.658  0.147
C21 0.073 0.638 2.666  -0.456
O6 0.809 -0.012 3.304  0.232
F2 -1.251 0.652 2.914  0.135
H1 4.856 -1.744 -2.387  0.068
H2 4.810 -1.473 -0.641  0.051
H3 6.341 -1.810 -1.443  0.067
H4 5.535 0.775 -0.847  0.093
H5 6.619 0.361 -2.182  0.100
H6 5.131 0.993 -3.760  0.110
H7 3.805 0.117 -3.006  0.096
H8 3.988 2.252 -1.286  0.098
H9 4.612 2.999 -2.781  0.105
H10 2.556 2.680 -3.949  0.128
H11 2.075 1.387 -2.818  0.065
H12 0.889 3.765 -2.779  0.081
H13 3.134 4.405 -0.594  -0.130
H14 -0.537 3.842 0.293  0.119
H15 -1.362 3.736 -1.243  0.116
H16 -2.728 3.529 0.914  0.122
H17 -2.210 1.875 1.042  0.080
H18 -3.131 2.317 -1.706  0.067
H19 -4.273 3.088 -0.636  0.123
H20 -3.490 0.234 0.011  0.075
H21 -4.991 1.100 0.353  0.132
H22 -4.276 -0.326 -2.162  0.110
H23 -5.092 1.220 -2.361  0.135
H24 -6.391 -3.438 -1.634  0.094
H25 -4.925 -2.623 -2.227  0.071
H26 -6.501 -2.155 -2.891  0.094
H27 -1.747 0.533 -1.906  0.004
H28 0.225 0.440 -2.858  0.017
H29 -0.767 2.391 -4.305  -0.021
H30 -1.576 0.213 0.716  0.077
H31 -0.032 -1.805 -0.710  0.121
H32 0.334 -1.711 1.024  0.087
H33 -2.253 -1.747 1.376  0.094
H34 -2.002 -2.698 -1.524  0.091
H35 -3.140 -1.503 -0.869  0.036
H36 -3.339 -3.229 -0.485  0.071
C22 1.220 -4.436 6.206  -0.107
C23 2.131 -3.431 5.513  -0.255
C24 1.716 -3.156 4.064  -0.206
C25 1.804 -4.351 3.227  -0.274
N5 1.872 -5.292 2.572  0.144
H37 1.251 -5.405 5.706  0.072
H38 1.525 -4.584 7.242  0.071
H39 0.185 -4.089 6.207  0.077
H40 3.162 -3.789 5.529  0.112
H41 2.117 -2.481 6.050  0.108
H42 2.345 -2.381 3.623  0.110
H43 0.687 -2.789 4.027  0.104

Properties
DFT total energy ... -141957.728 eV
SMILES ... CCCCC[C@H](S)O[C@@](CCCCCOC(C)=O)([PH2]=N)[C@](N=C=O)(NC[C@@H](C)Br)N(C(=O)F)C(=O)F.CCCC#N
2S+1 ... 1
Total charge ... 0

---

2.
ORCA calculation (the ωB97M-V functional and the def2-TZVPD basis) on 2 unconnected molecules or ions with the total composition C5H14Si3.

Last column: Löwdin charge in e.
CARTESIAN COORDINATES (ANGSTROEM)
C1 2.367 -2.810 1.962  0.002
C2 1.177 -2.783 2.152  -0.382
C3 1.599 1.045 -0.297  -0.239
C4 -1.343 2.306 -0.072  -0.255
C5 -0.227 1.575 -2.758  -0.224
Si1 -0.632 -2.821 2.663  0.654
Si2 -1.301 -1.070 -0.415  0.551
Si3 -0.284 0.950 -0.980  0.370
H1 3.330 -2.707 1.635  -0.010
H2 1.639 0.352 0.657  0.037
H3 2.405 0.769 -1.018  0.012
H4 1.978 2.082 -0.078  0.027
H5 -0.969 2.406 0.963  0.021
H6 -1.432 3.265 -0.540  -0.001
H7 -2.465 2.014 -0.078  0.047
H8 -0.470 0.825 -3.525  0.032
H9 -0.538 2.496 -3.043  -0.015
H10 0.839 1.591 -2.931  0.010
H11 -1.433 -3.932 2.643  -0.156
H12 -0.713 -1.821 3.706  -0.117
H13 -0.858 -2.364 -0.775  -0.203
H14 -2.668 -1.366 0.128  -0.161

Properties
DFT total energy ... -29038.849 eV
2S+1 ... 1
Total charge ... 0

---

3.
ORCA calculation (the ωB97M-V functional and the def2-TZVPD basis) on 2 unconnected molecules or ions with the total composition C4H12N3.

Last column: Löwdin charge in e.
CARTESIAN COORDINATES (ANGSTROEM)
C1 2.232 0.462 0.579  0.161
C2 1.107 -0.082 -0.218  -0.297
C3 -0.935 0.256 -1.543  -0.026
C4 -0.005 0.737 -0.552  -0.303
N1 1.117 -1.395 -0.703  0.143
N2 -0.306 1.801 0.209  0.223
N3 -1.419 -1.017 1.533  0.053
H1 2.966 -0.183 0.951  0.040
H2 2.482 1.575 0.790  0.104
H3 -1.717 1.000 -1.765  0.099
H4 -1.520 -0.631 -1.061  0.127
H5 -0.497 -0.210 -2.531  0.159
H6 0.268 -1.755 -1.069  0.076
H7 1.777 -1.975 -0.321  0.079
H8 -1.049 2.485 -0.129  0.182
H9 0.502 2.149 0.697  0.107
H10 -1.491 -0.274 2.233  0.045
H11 -2.343 -1.035 1.103  0.033
H12 -1.170 -1.908 1.794  -0.006

Properties
DFT total energy ... -8804.917 eV
2S+1 ... 1
Total charge ... +1

---

4.
ORCA calculation (the ωB97M-V functional and the def2-TZVPD basis) on a molecular structure, C15H6BrCl4MgN4O3.

Last column: Löwdin charge in e.
CARTESIAN COORDINATES (ANGSTROEM)
Mg1 -0.061 0.256 0.503  0.690
Cl1 4.097 0.117 5.614  0.618
C1 3.430 0.044 4.014  -0.722
C2 4.258 -0.005 2.910  -0.722
Cl2 5.982 0.007 3.101  0.619
C3 3.700 -0.060 1.624  -0.617
Cl3 4.714 -0.105 0.215  0.659
C4 2.325 -0.073 1.416  -0.391
O1 1.781 -0.120 0.210  -0.180
C5 1.459 -0.010 2.574  -0.382
O2 0.141 0.009 2.386  -0.200
C6 2.038 0.041 3.835  -0.617
Cl4 0.963 0.116 5.197  0.660
N1 -2.108 -2.003 1.414  0.187
C7 -2.358 -1.480 0.188  -0.489
O3 -1.638 -0.505 -0.212  -0.080
C8 -3.405 -1.990 -0.601  -0.213
C9 -3.654 -1.428 -1.884  -0.238
N2 -3.860 -0.976 -2.926  0.110
C10 -4.218 -3.039 -0.092  -0.256
N3 -4.883 -3.888 0.325  0.108
H1 -1.481 -1.519 2.043  0.089
H2 -2.741 -2.685 1.796  0.095
Br1 0.005 6.972 -0.107  0.770
C11 -0.056 5.094 0.005  -0.684
C12 0.831 4.337 -0.735  -0.088
C13 0.754 2.962 -0.617  -0.075
N4 -0.141 2.349 0.165  0.035
C14 -0.980 3.106 0.884  -0.077
C15 -0.979 4.485 0.835  -0.090
H3 1.570 4.793 -1.376  0.108
H4 1.445 2.313 -1.143  0.130
H5 -1.672 2.580 1.531  0.133
H6 -1.672 5.060 1.431  0.108

Properties
DFT total energy ... -153339.294 eV
2S+1 ... 1
Total charge ... -1

---

5.
ORCA calculation (the ωB97M-V functional and the def2-TZVPD basis) on a molecular structure, C24H44N7O3P2Sr.

Last column: Löwdin charge in e.
CARTESIAN COORDINATES (ANGSTROEM)
Sr1 -0.068 -0.025 -0.017  1.477
C1 1.257 3.040 -0.177  -0.064
N1 0.029 2.544 -0.834  -0.286
C2 0.219 2.377 -2.295  -0.047
C3 -1.091 3.388 -0.506  -0.200
C4 -1.084 4.733 -0.799  -0.002
C5 -2.169 5.543 -0.471  -0.021
C6 -3.292 4.999 0.160  -0.047
C7 -3.339 3.659 0.443  0.016
C8 -2.243 2.803 0.117  -0.240
N2 -2.254 1.484 0.322  0.063
C9 -3.456 0.888 0.804  -0.251
C10 -3.642 0.796 2.182  -0.036
C11 -4.758 0.163 2.704  -0.072
C12 -5.700 -0.383 1.847  -0.066
C13 -5.516 -0.289 0.477  -0.001
C14 -4.402 0.338 -0.075  -0.202
N3 -4.272 0.300 -1.497  -0.200
C15 -3.946 1.520 -2.211  -0.067
C16 -3.487 -0.835 -1.938  -0.060
H1 1.617 3.969 -0.631  0.096
H2 2.033 2.285 -0.262  0.041
H3 1.053 3.221 0.878  0.106
H4 -0.618 2.805 -2.844  0.094
H5 0.302 1.321 -2.575  0.075
H6 1.138 2.864 -2.624  0.100
H7 -0.224 5.167 -1.295  0.127
H8 -2.140 6.598 -0.708  0.118
H9 -4.128 5.635 0.417  0.118
H10 -4.208 3.228 0.920  0.124
H11 -2.900 1.237 2.838  0.119
H12 -4.890 0.105 3.776  0.110
H13 -6.579 -0.875 2.241  0.110
H14 -6.244 -0.701 -0.210  0.125
H15 -4.277 1.415 -3.246  0.095
H16 -2.870 1.748 -2.231  0.068
H17 -4.474 2.365 -1.773  0.094
H18 -3.448 -0.870 -3.025  0.097
H19 -3.925 -1.764 -1.576  0.098
H20 -2.452 -0.804 -1.550  0.050
C17 4.707 1.585 0.077  -0.104
N4 4.134 0.712 1.099  -0.307
C18 5.140 0.294 2.077  -0.111
P1 2.961 -0.390 0.695  0.316
O1 2.394 -0.014 -0.657  -0.448
O2 3.332 -1.799 0.985  -0.314
P2 1.233 -3.035 -0.774  0.737
O3 -0.097 -2.418 -1.174  -0.473
N5 2.199 -3.414 -2.076  -0.343
C19 3.603 -2.991 -2.036  -0.115
C20 1.588 -3.340 -3.403  -0.104
N6 0.955 -4.468 0.047  -0.327
C21 2.113 -5.269 0.432  -0.097
C22 -0.161 -4.546 0.978  -0.111
N7 1.643 -0.035 1.896  -0.383
C23 0.885 -1.261 2.180  -0.240
C24 2.126 0.419 3.210  -0.121
H21 4.982 2.543 0.523  0.089
H22 3.996 1.752 -0.726  0.056
H23 5.608 1.141 -0.357  0.091
H24 5.985 -0.195 1.584  0.091
H25 4.721 -0.408 2.790  0.067
H26 5.509 1.170 2.615  0.090
H27 4.048 -3.240 -1.075  0.066
H28 3.710 -1.913 -2.187  0.075
H29 4.138 -3.519 -2.824  0.087
H30 0.595 -3.781 -3.386  0.080
H31 2.211 -3.906 -4.096  0.088
H32 1.510 -2.310 -3.767  0.085
H33 2.860 -5.239 -0.358  0.072
H34 1.796 -6.304 0.562  0.091
H35 2.563 -4.913 1.363  0.089
H36 -0.941 -3.847 0.683  0.069
H37 0.151 -4.341 2.009  0.085
H38 -0.581 -5.553 0.947  0.094
H39 -0.037 -1.054 2.736  0.102
H40 1.535 -1.950 2.722  0.101
H41 0.614 -1.781 1.270  -0.038
H42 2.804 1.260 3.094  0.077
H43 2.639 -0.384 3.747  0.089
H44 1.280 0.752 3.816  0.089

Properties
DFT total energy ... -61587.009 eV
2S+1 ... 1
Total charge ... +1

---

6.
ORCA calculation (the ωB97M-V functional and the def2-TZVPD basis) on a gas-phase ion, C2H5N2O3 (charge +1).

Last column: Löwdin charge in e.
CARTESIAN COORDINATES (ANGSTROEM)
C1 2.279 -0.228 -0.212  -0.063
O1 1.175 0.235 0.580  -0.135
N1 0.090 0.741 -0.171  0.026
O2 -1.156 0.720 0.472  0.045
C2 -1.873 -0.425 0.678  -0.011
N2 -2.920 -0.437 -0.028  0.110
O3 -3.825 -0.046 -0.634  0.329
H1 3.101 0.536 -0.121  0.108
H2 2.078 -0.296 -1.385  0.134
H3 2.526 -1.265 -0.003  0.085
H4 0.212 1.762 -0.430  0.202
H5 -1.687 -1.297 1.254  0.171

Properties
DFT total energy ... -11261.229 eV
SMILES ... CONOC=[N+]=O
2S+1 ... 1
Total charge ... +1

---

| no. | maximum force (eV/A) |
| --- | --- |
| 1 | 1.1 |
| 2 | 4.7 |
| 3 | 5.6 |
| 4 | 0.5 |
| 5 | 1.4 |
| 6 | 3.7 |